13
Properties=species:S:1:pos:R:3:lowdin_charge:R:1 method="wB97M-V/def2-TZVPD" gap_ev=6.78 mol_weight_g_mol=105.16 total_charge=0 e_tot_ev=-17591.648
C -0.3843 -1.7033 -0.0585 -0.144
C 0.2761 0.4658 -0.8080 -0.534
C 0.7058 -0.2472 -2.1693 -0.034
H -0.0410 -1.9704 -1.2216 0.104
H -1.5613 -1.7613 -0.1265 0.115
H 0.1480 -2.4290 0.4858 0.055
H 1.5696 0.9928 2.2732 0.101
H 1.2827 0.4778 -2.6783 0.044
H 1.4092 -1.2133 -2.0401 0.127
H -0.2618 -0.3764 -2.7744 0.104
N -0.1270 -0.2955 0.2905 -0.647
O 0.7984 1.5241 -0.5286 0.007
S -0.7268 0.3165 1.6558 0.702